# 1
Entry from the Open Molecules 2025 dataset: a single C2H5N3OS molecule in a non-equilibrium geometry (ωB97M-V with the def2-TZVPD basis set).

```
12
Properties=species:S:1:pos:R:3:forces:R:3
C 1.302028 -0.353291 0.702133 -0.28 -1.62 -0.13
C -1.369747 -0.102823 -1.082760 -2.11 2.89 -1.17
N -0.958222 1.646064 1.057989 -0.66 0.12 2.63
N 0.296491 -0.642609 1.432371 -2.48 0.47 0.86
N 1.034825 0.659883 -0.305957 -0.14 0.27 0.02
O 2.371219 -0.945088 0.598428 1.10 0.53 -0.44
S -0.490325 1.343921 -0.294483 2.17 -2.71 -1.87
H -0.736800 -0.889402 -1.035908 2.70 -2.07 -0.47
H -1.617351 0.279043 -2.141975 0.02 -1.06 1.78
H -2.157294 -0.505263 -0.429486 -0.42 1.24 -0.33
H 0.364702 -1.469375 2.026957 0.15 0.69 -0.04
H 1.960477 0.978939 -0.527308 -0.06 1.26 -0.84
```
Forces are in eV/Å.

## Properties
energy relative to the best compared isomer or geometry (same formula, charge and spin) = 674.32 kJ/mol
energy = -716.683875 Ha
charge = 0
orbital gap (alpha / beta) = 5.9 / 5.8 eV
LUMO (alpha / beta) = -3.07 / -3.11 eV
HOMO energy (alpha / beta) = -9.004 / -8.942 eV

Here are the Mulliken charges for atoms 1 to 2, given in e: number 1, C, carries 0.60; number 2, C, carries -0.79

***

# 2
Entry from the Open Molecules 2025 dataset: a single C6H12O molecule in a non-equilibrium geometry (ωB97M-V with the def2-TZVPD basis set).

```
19
Properties=species:S:1:pos:R:3:forces:R:3
C -1.658577 -2.037032 -0.586721 0.00 -0.04 -0.02
C -1.346492 -0.798424 0.226966 -0.22 -0.07 -0.03
O 0.040336 -0.795824 0.513734 0.03 -0.18 0.13
C 0.400794 0.335196 1.246611 -0.11 0.29 -0.17
C 1.834268 0.780130 1.149148 0.20 0.09 -0.23
C 0.751152 1.606117 0.535885 0.24 -1.03 -2.25
C 0.846697 1.302674 -1.337047 0.25 -0.81 0.35
H -1.386406 -2.937229 -0.027989 -0.04 0.11 -0.07
H -1.093279 -2.032426 -1.524354 -0.08 0.01 0.12
H -2.726017 -2.081569 -0.824361 0.14 0.01 0.03
H -1.915313 -0.794865 1.170132 0.05 0.00 -0.12
H -1.623613 0.116903 -0.322141 0.10 -0.13 0.07
H -0.089021 0.360933 2.231260 0.10 0.28 -0.37
H 2.428752 0.216988 0.434545 0.05 -0.12 0.16
H 2.385650 1.062617 2.049875 -0.29 0.16 -0.26
H 0.497384 2.304366 -0.250370 -0.65 2.23 1.84
H 0.087852 1.778132 -2.000667 0.24 -0.14 0.94
H 1.838417 1.633971 -1.661329 -0.16 -0.22 0.30
H 0.717466 0.236700 -1.323311 0.17 -0.44 -0.43
```
Forces are in eV/Å.

## Properties
SMILES = CCO[C@H]1C[C@H]1C
energy relative to the best compared isomer or geometry (same formula, charge and spin) = 491.02 kJ/mol
energy = -310.872254 Ha
charge = 0
orbital gap = 9.6 eV
LUMO = 1.06 eV
HOMO energy = -8.507 eV

Here are the Mulliken charges for atoms 1 to 2, given in e: number 1, C, carries -1.21; number 2, C, carries -0.21

***

# 3
Entry from the Open Molecules 2025 dataset: 2 unconnected molecules or ions with the total composition C5H9O2Se in a non-equilibrium geometry (ωB97M-V with the def2-TZVPD basis set).

```
17
Properties=species:S:1:pos:R:3:forces:R:3
C 2.745861 1.428946 0.132617 -0.50 -0.81 -0.12
C -3.192354 -0.325379 0.294091 0.05 0.07 -0.09
C 2.924767 -1.879217 0.915423 0.50 -0.13 -0.32
C -2.624929 0.558174 -0.805772 -0.01 -0.06 0.08
C 1.595233 0.448930 -0.195000 0.25 0.65 -0.61
O 2.422078 2.614137 0.192045 -0.33 1.01 0.12
O 3.854161 0.883859 0.206286 0.96 -0.03 0.37
Se 1.927177 -1.287225 -0.465812 -0.63 -0.63 0.19
H -3.863809 -1.075994 -0.120073 -0.08 -0.09 0.05
H -3.746756 0.268885 1.018527 -0.05 -0.02 0.10
H -2.385683 -0.835814 0.814653 0.01 -0.08 0.10
H -2.083196 -0.045388 -1.531102 0.07 0.04 -0.10
H 3.511781 -1.137418 1.429864 -0.03 0.19 0.18
H 3.413450 -2.825736 0.720263 -0.15 -0.16 0.03
H -1.930653 1.284328 -0.388988 0.07 0.07 -0.06
H -3.417874 1.093259 -1.326455 -0.02 0.07 -0.08
H 0.850751 0.831655 -0.890564 -0.11 -0.11 0.16
```
Forces are in eV/Å.

## Properties
energy relative to the best compared isomer or geometry (same formula, charge and spin) = 187.41 kJ/mol
energy = -2747.767202 Ha
charge = -1
orbital gap (alpha / beta) = 6.9 / 6.9 eV
LUMO (alpha / beta) = 3.13 / 3.12 eV
HOMO energy (alpha / beta) = -3.785 / -3.818 eV

Here are the Mulliken charges for atoms 1 to 2, given in e: number 1, C, carries 0.52; number 2, C, carries -0.82

***

# 4
Entry from the Open Molecules 2025 dataset: a molecular structure, C24H33ClI2OP3Pt in a non-equilibrium geometry (ωB97M-V with the def2-TZVPD basis set).

```
65
Properties=species:S:1:pos:R:3:forces:R:3
I 0.245683 1.287541 -6.447484 -0.15 0.18 0.27
I -0.115454 2.204487 -3.134196 0.20 -0.08 -0.36
Pt -0.006639 -0.338161 -2.607896 -0.01 -0.19 1.33
P -2.352001 -0.522603 -2.546929 -1.59 0.82 0.37
C -3.177631 0.662378 -1.424841 0.60 -0.21 -0.02
C -2.936270 -0.071358 -4.193535 0.30 -0.36 -0.22
H -4.029571 -0.143888 -4.189811 0.07 0.01 -0.04
H -3.916313 -2.266277 -2.185396 -0.06 0.02 -0.02
H -2.512944 -0.764286 -4.923504 -0.19 0.00 -0.04
H -2.323940 -2.891375 -2.726679 -0.19 -0.04 0.07
H -2.811725 1.678226 -1.637775 -0.23 -0.36 0.15
H -2.617633 0.942740 -4.452378 -0.19 -0.12 0.18
C -2.832958 -2.174905 -2.078419 0.36 -0.25 -0.05
H -4.263760 0.618042 -1.606509 0.29 -0.13 -0.03
H -2.550041 -2.363732 -1.038214 -0.03 0.06 -0.10
H -2.955944 0.394992 -0.381956 -0.10 0.20 -0.29
P 2.347865 -0.501133 -2.527479 1.47 0.85 0.49
C 3.150244 0.690227 -1.394990 -0.64 -0.25 -0.06
C 2.850049 -2.147141 -2.068703 -0.34 -0.27 -0.07
H 2.531971 -0.716315 -4.901059 0.26 -0.08 -0.05
H 4.030822 -0.043519 -4.147649 -0.07 -0.06 -0.07
H 2.580409 0.978815 -4.415423 0.21 -0.09 0.24
C 2.935733 -0.024480 -4.160310 -0.34 -0.23 -0.26
H 2.352240 -2.865820 -2.721433 0.16 -0.07 0.05
H 3.933311 -2.222724 -2.179165 0.09 0.01 -0.01
H 4.233983 0.678506 -1.590742 -0.26 -0.13 -0.03
H 2.946427 0.403151 -0.354638 0.08 0.21 -0.27
H 2.571518 -2.346564 -1.030209 0.01 0.06 -0.08
H 2.753258 1.695264 -1.596832 0.21 -0.29 0.16
Cl -0.009147 -2.096136 -4.111325 0.08 0.70 0.26
O 0.025127 -0.122572 -0.118518 0.03 -0.23 -2.98
P 0.001605 0.038536 1.389639 0.01 0.51 -0.03
C 1.424219 1.022998 1.849681 0.16 -0.21 0.56
C 1.667056 2.193351 1.116797 0.20 0.18 -0.02
C 2.670440 3.075437 1.499475 -0.06 -0.48 -0.05
C 3.463425 2.755446 2.607529 0.12 -0.02 0.12
C 3.242870 1.586526 3.344802 -0.10 -0.16 -0.21
C 2.202192 0.727406 2.975465 0.29 0.16 0.06
C -1.412596 1.056178 1.805646 -0.19 -0.24 0.59
C -2.191629 0.813462 2.944245 -0.29 0.20 0.00
C -3.218779 1.700988 3.283564 0.11 -0.16 -0.23
C -3.424601 2.846554 2.505440 -0.09 -0.01 0.11
C -2.629038 3.114740 1.385113 0.01 -0.48 -0.01
C -1.642619 2.202133 1.031512 -0.16 0.17 -0.08
C -0.017347 -1.560969 2.155985 -0.07 -0.35 -0.09
C 1.188701 -2.237749 2.404382 -0.12 -0.18 0.33
C 1.185374 -3.397656 3.176182 -0.41 -0.28 -0.29
C -0.041796 -3.939054 3.598285 0.00 0.26 0.03
C -1.259155 -3.345690 3.219451 0.40 -0.30 -0.31
C -1.240894 -2.188280 2.443817 0.15 -0.20 0.35
H 1.085374 2.398385 0.221500 0.02 0.04 0.17
H 2.853827 3.969926 0.904335 0.00 -0.17 0.31
H 4.277499 3.418998 2.888918 -0.17 -0.10 -0.01
H 3.891270 1.312234 4.184763 -0.33 0.29 -0.34
H 2.015298 -0.184204 3.543970 0.07 0.41 -0.05
H -2.016828 -0.080071 3.543506 -0.06 0.39 -0.05
H -3.870216 1.466639 4.132149 0.32 0.26 -0.33
H -4.227699 3.532224 2.764486 0.17 -0.11 0.00
H -2.800747 3.990489 0.758599 0.00 -0.17 0.32
H -1.065401 2.362286 0.122301 -0.02 0.04 0.21
H 2.119591 -1.883606 1.967447 -0.06 0.17 0.38
H 2.123700 -3.911314 3.406804 -0.40 0.20 -0.09
H -0.050631 -4.854111 4.194752 0.00 0.34 -0.16
H -2.209513 -3.816591 3.486876 0.39 0.17 -0.11
H -2.169644 -1.796994 2.036550 0.07 0.16 0.38
```
Forces are in eV/Å.

## Properties
energy relative to the best compared isomer or geometry (same formula, charge and spin) = 0.00 kJ/mol
energy = -3207.528543 Ha
charge = +3
orbital gap (alpha / beta) = 5.9 / 2.6 eV
spin multiplicity = 5
LUMO (alpha / beta) = -10.50 / -13.69 eV
HOMO energy (alpha / beta) = -16.405 / -16.245 eV

Here are the Mulliken charges for atoms 1 to 2, given in e: number 1, I, carries 0.50; number 2, I, carries -0.11

***

# 5
Entry from the Open Molecules 2025 dataset: a molecular structure, C3H2O3Tl in a non-equilibrium geometry (ωB97M-V with the def2-TZVPD basis set).

```
9
Properties=species:S:1:pos:R:3:forces:R:3
C 0.814047 0.133452 -0.270413 1.20 1.18 0.99
C -0.361086 -0.575861 -0.198754 -0.19 -1.06 -0.99
O -1.565653 0.234498 -0.489373 1.61 -1.32 -0.48
C -2.106463 0.393278 0.582580 -4.04 3.04 2.99
O -2.743006 0.788228 1.447544 1.78 -1.60 -1.66
O 1.949531 -0.433281 -0.243915 -10.17 -1.50 -1.04
H 0.743307 1.233723 -0.291594 0.11 -0.23 -0.38
H -0.531830 -1.644735 -0.290769 -0.07 0.02 0.19
Tl 3.801153 -0.129305 -0.245304 9.76 1.47 0.38
```
Forces are in eV/Å.

## Properties
energy relative to the best compared isomer or geometry (same formula, charge and spin) = 168.96 kJ/mol
energy = -512.829839 Ha
charge = +2
orbital gap (alpha / beta) = 8.9 / 4.8 eV
spin multiplicity = 2
LUMO (alpha / beta) = -10.00 / -13.54 eV
HOMO energy (alpha / beta) = -18.898 / -18.378 eV

Here are the Mulliken charges for atoms 1 to 2, given in e: number 1, C, carries 0.24; number 2, C, carries -0.10

***

# 6
Entry from the Open Molecules 2025 dataset: a molecular structure, C50H43Br2CsN5P2S2 (ωB97M-V with the def2-TZVPD basis set).

```
105
Properties=species:S:1:pos:R:3:forces:R:3
Cs -0.153389 2.195130 0.555907 0.13 -0.14 -0.09
C -3.714735 0.102104 4.553152 -0.01 -0.03 0.07
C -2.586249 0.732144 3.756671 0.02 -0.08 0.06
S -2.946295 1.204044 2.179262 -0.12 0.00 0.09
C -1.325829 0.865368 4.384280 -0.12 -0.01 0.05
C -1.174359 0.368786 5.807744 -0.09 -0.07 0.13
S 0.070500 1.485613 3.670811 -0.04 -0.08 0.57
H -4.593905 0.009563 3.923453 -0.04 -0.01 -0.03
H -3.978714 0.707283 5.428804 0.01 -0.02 -0.08
H -3.443774 -0.893219 4.923527 0.01 0.06 -0.03
H -2.113360 0.322974 6.369450 0.17 0.04 -0.11
H -0.474668 1.004583 6.344881 0.04 0.03 0.00
H -0.742879 -0.639279 5.803905 -0.05 0.01 -0.01
Br -2.080271 9.482940 1.791210 -0.03 0.09 0.02
C -1.640218 7.694448 1.382534 -0.05 -0.15 -0.13
C -0.599667 7.072468 2.040230 0.12 0.07 0.15
C -0.322658 5.758947 1.695082 -0.06 -0.08 -0.10
N -1.001838 5.092047 0.770877 0.12 0.17 0.18
C -2.003225 5.698552 0.149003 -0.28 -0.11 -0.28
C -2.367218 7.012756 0.422388 0.09 0.14 0.13
C -2.739392 4.871841 -0.873853 0.10 0.32 0.23
C -3.824621 5.382816 -1.579256 -0.13 -0.08 -0.14
C -4.446987 4.553204 -2.494775 0.14 0.06 0.14
Br -5.921846 5.190796 -3.483066 -0.08 0.04 -0.05
C -3.994348 3.263776 -2.686022 -0.07 -0.15 -0.13
C -2.907840 2.853826 -1.929990 0.08 0.06 0.08
N -2.295115 3.635036 -1.050688 -0.13 -0.12 -0.20
H -0.021469 7.583019 2.797124 -0.01 0.00 -0.01
H 0.480265 5.217420 2.188281 -0.04 0.04 -0.02
H -3.182242 7.508592 -0.081255 0.00 -0.02 -0.01
H -4.190703 6.387277 -1.434201 0.02 -0.01 0.01
H -4.467439 2.596270 -3.392325 0.01 0.02 0.01
H -2.510141 1.846833 -2.036471 -0.03 0.07 0.01
C 5.125453 -0.300406 3.146813 0.00 0.02 -0.02
C 3.792518 0.056082 2.966600 -0.02 0.02 -0.03
C 3.407199 0.909399 1.943650 0.06 -0.14 0.18
C 4.363205 1.446421 1.060079 -0.08 0.07 -0.10
C 5.710976 1.091433 1.266498 0.00 0.02 -0.02
C 6.083329 0.233566 2.284415 -0.03 0.01 -0.03
N 4.093260 2.283405 -0.006487 -0.12 -0.04 0.16
N 2.796812 2.448101 -0.240287 0.24 0.08 -0.33
C 2.554464 3.286140 -1.297155 0.22 -0.06 -0.02
C 3.524509 4.163553 -1.855872 0.02 0.04 0.00
C 3.169523 4.988555 -2.893590 -0.03 -0.02 0.03
C 1.867366 4.947073 -3.407289 -0.02 -0.06 0.00
C 0.999021 4.035227 -2.831178 -0.06 0.06 -0.05
N 1.305147 3.231125 -1.818016 0.09 0.10 -0.19
H 5.413809 -0.969787 3.949319 0.00 0.02 -0.03
H 3.026041 -0.316756 3.640269 0.06 0.01 -0.01
H 2.362132 1.165902 1.862530 0.02 0.08 -0.13
H 6.449883 1.506878 0.589021 -0.04 -0.01 0.02
H 7.130845 -0.023647 2.406363 -0.04 0.00 0.02
H 4.519894 4.162160 -1.435835 -0.05 0.01 -0.01
H 3.899288 5.673279 -3.312407 0.00 0.00 0.00
H 1.544660 5.579148 -4.226332 0.05 -0.05 0.05
H -0.016475 3.939043 -3.220971 0.08 0.02 0.09
C -0.597258 -2.090950 -2.010903 -0.01 -0.08 0.03
P 0.077188 -1.046580 -0.625921 -0.14 -0.18 -0.05
C 1.858512 -1.429333 -0.647326 0.07 0.00 -0.10
C 2.462078 -2.527373 -0.031183 0.00 0.03 0.00
C 3.833532 -2.703996 -0.102126 0.00 0.00 0.00
C 4.618692 -1.794733 -0.803008 0.02 -0.03 -0.02
C 4.028636 -0.714878 -1.437091 -0.04 0.04 -0.03
C 2.653626 -0.530635 -1.354991 0.04 0.03 0.04
C -0.550293 -1.829228 0.906937 0.00 -0.03 -0.06
C 0.210826 -1.800240 2.075618 0.03 0.01 0.02
C -0.314325 -2.255533 3.276250 0.01 0.01 -0.01
C -1.616650 -2.726319 3.336750 0.00 0.00 -0.01
C -2.399067 -2.716971 2.189789 0.00 0.00 0.00
C -1.872483 -2.264427 0.990795 -0.02 -0.03 0.05
P 0.203860 -3.711622 -2.400354 0.05 -0.01 -0.02
C -0.806202 -4.244843 -3.848069 -0.03 -0.04 -0.08
C -1.291803 -5.549276 -3.965017 -0.03 0.03 -0.02
C -1.951551 -5.970693 -5.112409 0.01 -0.02 0.03
C -2.136300 -5.100023 -6.175747 0.00 0.00 -0.02
C -1.641761 -3.806571 -6.085148 0.02 0.03 0.01
C -0.977142 -3.389190 -4.940667 -0.03 -0.02 0.03
C -0.485291 -4.793716 -1.091434 -0.03 -0.04 0.08
C -1.852945 -4.951077 -0.865128 -0.03 -0.02 -0.06
C -2.315801 -5.776706 0.144426 0.00 -0.01 0.01
C -1.411862 -6.456460 0.954235 -0.02 0.00 0.02
C -0.050854 -6.315840 0.738990 0.03 0.04 0.00
C 0.407879 -5.489607 -0.282210 -0.01 -0.02 -0.02
H -0.463639 -1.464234 -2.892232 0.06 0.06 -0.10
H -1.677630 -2.175888 -1.877102 -0.05 -0.07 0.03
H 1.857783 -3.233901 0.523168 -0.01 0.02 0.03
H 4.296081 -3.545277 0.402244 -0.02 0.03 -0.02
H 5.694392 -1.920808 -0.835738 -0.02 0.01 0.01
H 4.632444 0.022781 -1.952066 -0.01 -0.04 0.03
H 2.207580 0.352021 -1.802247 -0.01 -0.04 0.04
H 1.218847 -1.403697 2.063129 0.01 0.00 -0.03
H 0.300546 -2.215698 4.168398 -0.04 0.00 -0.03
H -2.029707 -3.072297 4.277658 0.01 0.01 -0.03
H -3.431868 -3.044929 2.230547 0.04 0.01 0.00
H -2.519066 -2.236179 0.121046 0.04 -0.01 0.01
H -1.162819 -6.245523 -3.146024 0.00 0.00 -0.01
H -2.324519 -6.987325 -5.169699 0.02 0.04 0.00
H -2.652702 -5.427658 -7.070096 0.01 0.01 0.03
H -1.767344 -3.115200 -6.910866 0.01 -0.03 0.03
H -0.583435 -2.380466 -4.913002 0.01 0.01 0.05
H -2.563977 -4.429250 -1.498695 0.03 -0.01 0.04
H -3.381934 -5.883355 0.311053 0.05 0.01 0.00
H -1.772915 -7.090636 1.755492 0.01 0.02 -0.03
H 0.659010 -6.841319 1.366919 -0.03 0.02 -0.02
H 1.473402 -5.378194 -0.453758 -0.04 -0.01 0.00
```
Forces are in eV/Å.

## Properties
energy relative to the best compared isomer or geometry (same formula, charge and spin) = 65.55 kJ/mol
energy = -8852.215829 Ha
charge = -1
orbital gap (alpha / beta) = 5.4 / 4.5 eV
LUMO (alpha / beta) = 1.59 / 1.59 eV
HOMO energy (alpha / beta) = -3.765 / -2.897 eV

Here are the Mulliken charges for atoms 1 to 2, given in e: number 1, Cs, carries 1.50; number 2, C, carries -1.70